Record 1
# C19H22N4

C19H22N4 in the gas phase at a distorted geometry (ωB97M-V/def2-TZVPD, the OMol25 dataset).

```
45
Properties=species:S:1:pos:R:3
C -1.7138 -1.7865 -0.3077
C -0.6731 -2.1140 0.5997
C -0.5488 -3.4495 1.3132
C 0.8102 -3.3161 1.9514
C 1.1319 -1.9203 1.7060
N 0.3302 -1.2791 0.9349
C 2.3468 -1.3212 2.2371
C 2.7249 -0.0516 1.9328
C 3.9779 0.5657 2.4125
C 3.8651 2.0289 1.9181
C 2.8075 2.0523 0.8112
N 2.0322 0.8486 1.1609
C 2.0217 3.3661 0.7257
C 0.8900 3.6262 1.7379
C -0.3254 3.0620 1.0562
C 0.0963 3.0333 -0.3753
N 1.3464 3.2875 -0.6039
C -0.8275 2.8355 -1.4391
C -1.4714 1.6040 -1.5310
C -2.4346 1.2210 -2.5875
C -2.6681 -0.2622 -2.2964
C -1.8741 -0.4708 -1.0116
N -1.1925 0.5833 -0.6658
H -2.4775 -2.4842 -0.5490
H -0.5737 -4.3608 0.6425
H -1.3854 -3.5161 2.0443
H 1.5566 -3.8856 1.4451
H 0.8010 -3.5734 3.0427
H 3.0414 -1.9452 2.7694
H 4.0449 0.4694 3.5218
H 4.8198 0.0483 1.9147
H 4.8086 2.4997 1.6534
H 3.4635 2.5550 2.8042
H 3.3455 1.8975 -0.1506
H 1.1540 0.5487 0.6550
H 2.7021 4.2421 0.7095
H 1.0642 3.2561 2.7697
H 0.8047 4.7144 1.7949
H -0.5010 2.0532 1.3717
H -1.1869 3.7067 1.2819
H -0.9954 3.6323 -2.1793
H -3.3471 1.8353 -2.5823
H -1.9138 1.3032 -3.5182
H -3.7767 -0.4407 -2.1872
H -2.2874 -0.8860 -3.1205
```

Its SMILES is C1=C2/CCC(=N2)/C=C2/CC[C@@H](N2)[C@@H]2CCC(=N2)/C=C2/CCC/1=N2. The value obtained for the highest occupied orbital energy is -7.13 eV. Its multiplicity is 1. As for the HOMO-LUMO gap: 7.3 eV. The energy relative to the best compared isomer or geometry (same formula, charge and spin) is 128.4 kJ/mol.

Here are the Mulliken charges for atoms 1 to 6, given in e: -0.904, 0.087, -0.497, -0.617, 0.762, -0.271

---

Record 2
# C2H6N2O

C2H6N2O in the gas phase at a distorted geometry (ωB97M-V/def2-TZVPD, the OMol25 dataset).

```
11
Properties=species:S:1:pos:R:3
C -1.4033 0.4751 0.0588
N -0.5173 -0.6885 0.1986
N 0.7034 -0.4164 -0.3561
C 1.8235 -0.1742 0.3534
O 2.8552 0.2474 -0.1050
H -1.4067 0.9492 -0.9788
H -2.4302 0.0881 0.2978
H -1.0774 1.2370 0.7771
H -0.8361 -1.4224 -0.4460
H 0.6725 -0.0147 -1.2797
H 1.6163 -0.2806 1.4799
```

Its SMILES is CNNC=O. The value obtained for the highest occupied orbital energy is -9.91 eV. Its multiplicity is 1. As for the HOMO-LUMO gap: 10.8 eV. The energy relative to the best compared isomer or geometry (same formula, charge and spin) is 191.3 kJ/mol.

Here are the Mulliken charges for atoms 1 to 6, given in e: -0.708, -0.485, -0.064, 0.125, -0.546, 0.297

---

Record 3
# CH3BrO2

2 unconnected molecules or ions with the total composition CH3BrO2 at a distorted geometry (ωB97M-V/def2-TZVPD, the OMol25 dataset).

```
7
Properties=species:S:1:pos:R:3
C -0.0617 1.1801 0.6909
O 0.1188 0.0292 0.9260
H -0.7355 1.6372 1.4110
H 0.2839 1.7558 -0.1552
O -0.0982 -1.2247 -1.3478
Br 0.3133 -2.8620 -0.7541
H 0.1795 -0.5156 -0.7708
```

Its SMILES is C=O.OBr. The value obtained for the highest occupied orbital energy is -9.57 eV. Its multiplicity is 1. As for the HOMO-LUMO gap: 9.7 eV. The energy relative to the best compared isomer or geometry (same formula, charge and spin) is 242.4 kJ/mol.

Here are the Mulliken charges for atoms 1 to 6, given in e: -0.088, -0.427, 0.244, 0.243, -0.498, 0.064

---

Record 4
# C5H11N3

A molecular structure, C5H11N3 at a distorted geometry (ωB97M-V/def2-TZVPD, the OMol25 dataset).

```
19
Properties=species:S:1:pos:R:3
C -2.5152 -0.4032 -0.4633
C -1.0951 -0.0636 -0.1880
C 1.4695 0.8210 -0.0972
C 3.0773 0.3587 -0.1089
C 2.1650 -0.9926 0.3490
H -3.3466 0.1114 1.5331
H -4.5319 0.5811 -0.2873
H -2.6226 -1.5775 -0.2837
H -2.5722 -0.3801 -1.7097
H -1.0950 1.2415 -0.2730
H 1.2664 1.0021 1.0449
H 0.8119 1.8580 -0.7733
H 3.6962 0.4477 -1.0126
H 3.3209 1.0411 0.7027
H 2.5373 -2.0262 0.3469
H 1.7945 -0.8391 1.3999
N -3.4024 0.2460 0.4307
N -0.0998 -0.8756 -0.1003
N 1.1416 -0.5505 -0.5098
```

The value obtained for the highest occupied orbital energy is -8.47 eV. Its multiplicity is 1. As for the HOMO-LUMO gap: 9.0 eV. The energy relative to the best compared isomer or geometry (same formula, charge and spin) is 869.7 kJ/mol.

Here are the Mulliken charges for atoms 1 to 6, given in e: -0.196, 0.064, -0.523, -0.505, -0.486, 0.235

---

Record 5
# C21H28NO2P3SeV

A molecular structure, C21H28NO2P3SeV at a distorted geometry (ωB97M-V/def2-TZVPD, the OMol25 dataset).

```
57
Properties=species:S:1:pos:R:3
V -0.6582 1.2004 0.3445
C 2.9230 0.6656 0.8281
P 1.6818 1.3574 -0.3031
C 2.1059 0.6365 -1.9181
C 2.1193 3.1375 -0.4542
C 0.9998 3.8926 -1.1653
P -0.5911 3.5312 -0.3456
C -1.9382 3.9944 -1.4468
C -0.7307 4.5814 1.1236
H 3.9040 0.7963 0.3682
H 2.7487 -0.3985 0.9936
H 2.9147 1.1780 1.7896
H 3.1514 0.8814 -2.1138
H 1.4887 1.0465 -2.7173
H 1.9974 -0.4473 -1.8922
H 3.0590 3.2158 -1.0043
H 2.2942 3.5345 0.5490
H 0.9203 3.5905 -2.2125
H 1.1682 4.9722 -1.1435
H -1.7966 5.0401 -1.7302
H -2.8948 3.8959 -0.9323
H -1.9457 3.3752 -2.3430
H -0.8285 5.6142 0.7776
H 0.1468 4.4968 1.7629
H -1.6223 4.3247 1.6977
O -2.4465 0.8369 1.2885
C -2.5105 0.3536 0.1403
O -1.9999 1.1054 -0.7976
C -2.6088 -1.1036 -0.1458
P -0.7525 -1.3742 -0.0330
C -0.3822 -2.2119 1.5017
C -1.2711 -2.1884 2.5824
C -0.9377 -2.8633 3.7432
C 0.2748 -3.5406 3.8352
C 1.1666 -3.5454 2.7674
C 0.8504 -2.8732 1.6008
C -0.3125 -2.3415 -1.4782
C -0.2533 -3.7344 -1.3525
C -0.0592 -4.4958 -2.4935
C 0.0890 -3.8867 -3.7325
C 0.0161 -2.5017 -3.8509
C -0.1877 -1.7240 -2.7257
H -2.9479 -1.3078 -1.1597
H -3.1833 -1.6693 0.5837
H -2.2152 -1.6604 2.5313
H -1.6288 -2.8669 4.5756
H 0.5265 -4.0642 4.7481
H 2.1043 -4.0793 2.8441
H 1.5400 -2.8714 0.7645
H -0.3799 -4.2166 -0.3932
H -0.0319 -5.5738 -2.4074
H 0.2554 -4.4892 -4.6155
H 0.1127 -2.0328 -4.8209
H -0.2742 -0.6473 -2.8177
Se 0.0729 1.3090 2.4834
C -1.2218 1.1498 3.7532
N -2.0207 0.9962 4.5678
```

The value obtained for the highest occupied orbital energy (spin up / spin down) is -17.90 / -17.90 eV. Its multiplicity is 1. As for the HOMO-LUMO gap (spin up / spin down): 5.6 / 5.6 eV. The net charge is +3.

Here are the Mulliken charges for atoms 1 to 6, given in e: -0.483, -1.201, 0.900, -1.389, -0.825, -0.986

---

Record 6
# C72H60N12O24

12 unconnected molecules or ions with the total composition C72H60N12O24 at a distorted geometry (ωB97M-V/def2-TZVPD, the OMol25 dataset).

```
168
Properties=species:S:1:pos:R:3
O -5.9333 7.6706 28.4256
N -6.1114 8.6184 27.6939
O -7.2030 9.0450 27.4576
C -4.9703 9.4301 27.2471
C -3.6563 9.0786 27.6144
C -2.4886 9.6910 27.1733
C -2.7024 10.8868 26.4213
C -4.0059 11.3817 26.1639
C -5.1392 10.6202 26.5737
H -3.5660 8.1461 28.1518
H -1.4516 9.4571 27.3638
H -1.8403 11.4774 26.1485
H -4.1686 12.2081 25.4878
H -6.1147 11.0020 26.3110
O -5.8663 0.2420 27.2057
N -6.7489 0.1125 28.0599
O -6.4739 -0.1669 29.2328
C -8.1476 0.0063 27.6029
C -9.2007 -0.1324 28.6089
C -10.5623 -0.0954 28.2475
C -10.8482 0.3183 26.9548
C -9.8731 0.5398 25.9367
C -8.5451 0.4023 26.2952
H -9.0127 -0.2423 29.6667
H -11.3934 -0.1107 28.9370
H -11.8699 0.5249 26.6722
H -10.2006 0.7509 24.9294
H -7.8301 0.6643 25.5293
O -8.3203 -0.5249 19.6994
N -7.9716 0.1699 20.6459
O -8.2747 1.3651 20.7436
C -7.2137 -0.4929 21.7238
C -7.2489 -1.8693 21.9745
C -6.6459 -2.4454 23.0549
C -6.0041 -1.6450 23.9505
C -5.8842 -0.2710 23.7564
C -6.4536 0.3114 22.6000
H -7.7738 -2.5341 21.3045
H -6.7260 -3.4946 23.2981
H -5.5144 -2.0067 24.8426
H -5.3444 0.4280 24.3780
H -6.4646 1.3837 22.4716
O -6.2224 -1.1039 34.0592
N -7.4596 -1.2562 33.8612
O -8.0860 -2.2009 34.3354
C -8.1348 -0.1416 33.1076
C -9.5628 -0.1986 32.9738
C -10.2242 0.8052 32.2653
C -9.5277 1.7323 31.5543
C -8.1486 1.6998 31.5543
C -7.4601 0.8000 32.3302
H -10.1378 -0.9807 33.4473
H -11.2987 0.7608 32.1650
H -10.0298 2.4329 30.9035
H -7.5310 2.4360 31.0615
H -6.3837 0.8764 32.3738
O -2.0697 -5.6808 24.9268
N -1.4797 -4.6371 24.7264
O -0.5359 -4.5538 23.9652
C -1.8840 -3.3725 25.4603
C -2.9164 -3.4397 26.4497
C -3.4305 -2.3179 27.0626
C -2.9281 -1.1261 26.6961
C -1.8851 -0.9967 25.7574
C -1.2967 -2.0978 25.1166
H -3.3905 -4.3781 26.6965
H -4.1360 -2.2693 27.8789
H -3.3145 -0.2460 27.1886
H -1.5042 -0.0092 25.5424
H -0.4590 -2.0285 24.4384
O -0.5954 7.4122 26.7109
N -1.1163 6.3324 27.1388
O -2.1019 6.2292 27.8384
C -0.4088 5.0658 26.7950
C -0.9297 3.8124 27.2027
C -0.3876 2.5994 26.7572
C 0.6125 2.7423 25.8144
C 1.1783 3.9539 25.4603
C 0.6864 5.1195 25.9094
H -1.7021 3.6107 27.9301
H -0.9043 1.7044 27.0710
H 1.0452 1.8625 25.3614
H 1.9415 4.0249 24.6994
H 1.1567 6.0312 25.5718
O -5.7172 4.9423 21.7062
N -6.7913 4.6478 21.2978
O -7.0816 4.7399 20.0959
C -7.7669 4.1737 22.2936
C -7.4265 3.8317 23.5817
C -8.3920 3.5111 24.5353
C -9.6636 3.4375 24.1680
C -10.0757 3.6709 22.9081
C -9.1300 4.0213 21.9291
H -6.4384 3.9787 23.9920
H -8.1568 3.3998 25.5835
H -10.4106 3.1532 24.8943
H -11.1024 3.6456 22.5740
H -9.3986 4.1980 20.8981
O -2.3377 6.2689 21.5130
N -2.0970 5.4860 22.4335
O -1.6763 5.9151 23.4899
C -2.4473 4.0900 22.2236
C -2.8814 3.7471 20.9422
C -3.2024 2.4052 20.6874
C -3.0551 1.4496 21.7032
C -2.5679 1.8014 22.9190
C -2.1757 3.0985 23.1896
H -2.8729 4.4706 20.1404
H -3.5353 2.0671 19.7172
H -3.2134 0.3971 21.5199
H -2.2570 1.2089 23.7669
H -1.6838 3.4123 24.0985
O -8.9857 4.8824 31.7371
N -8.7105 5.7358 30.9392
O -7.7813 5.6463 30.1851
C -9.5814 6.9240 30.8128
C -10.7068 7.0704 31.6085
C -11.6503 8.0409 31.3809
C -11.3475 9.0341 30.4792
C -10.1863 8.9893 29.7243
C -9.2774 7.9277 29.8309
H -10.8506 6.3357 32.3868
H -12.5413 8.1032 31.9880
H -12.0595 9.8170 30.2636
H -10.0762 9.7277 28.9439
H -8.3864 7.8651 29.2239
O 0.0758 1.0764 31.5136
N -0.8432 0.8132 30.7684
O -0.9248 1.2365 29.6256
C -1.9126 -0.0299 31.2497
C -2.3271 0.0808 32.5256
C -3.1173 -0.9211 33.0343
C -3.7596 -1.7984 32.2191
C -3.5461 -1.7968 30.8548
C -2.5456 -0.9527 30.3862
H -1.8980 0.8059 33.2012
H -3.3249 -0.9839 34.0923
H -4.4401 -2.5456 32.5998
H -4.0650 -2.4357 30.1556
H -2.3512 -0.9891 29.3244
O -4.6111 4.0435 25.7084
N -4.2595 3.1461 26.4479
O -3.6214 2.2204 26.0515
C -4.3780 3.2649 27.9050
C -4.0967 2.2617 28.8640
C -4.3680 2.4793 30.2182
C -4.6886 3.7267 30.7174
C -4.9294 4.7455 29.8085
C -4.8298 4.4937 28.3980
H -3.6727 1.3120 28.5732
H -4.1234 1.5900 30.7801
H -4.7924 3.8991 31.7785
H -5.2331 5.7414 30.0957
H -5.2010 5.3163 27.8048
O -5.2124 5.5731 36.0617
N -5.4901 5.5029 34.8819
O -5.5430 4.4544 34.2668
C -5.9647 6.7363 34.2055
C -6.6858 7.7391 34.8806
C -6.9232 8.9934 34.2399
C -6.5181 9.2446 32.9472
C -5.9240 8.2069 32.2365
C -5.6306 7.0246 32.8662
H -7.2079 7.5778 35.8122
H -7.6264 9.6628 34.7130
H -6.6680 10.2117 32.4905
H -5.5710 8.4415 31.2431
H -5.1835 6.2404 32.2732
```

Its SMILES is O=[N+]([O-])c1ccccc1.O=[N+]([O-])c1ccccc1.O=[N+]([O-])c1ccccc1.O=[N+]([O-])c1ccccc1.O=[N+]([O-])c1ccccc1.O=[N+]([O-])c1ccccc1.O=[N+]([O-])c1ccccc1.O=[N+]([O-])c1ccccc1.O=[N+]([O-])c1ccccc1.O=[N+]([O-])c1ccccc1.O=[N+]([O-])c1ccccc1.O=[N+]([O-])c1ccccc1. The value obtained for the highest occupied orbital energy is -9.66 eV. Its multiplicity is 1. As for the HOMO-LUMO gap: 8.3 eV. The energy relative to the best compared isomer or geometry (same formula, charge and spin) is 462.9 kJ/mol.

Here are the Mulliken charges for atoms 1 to 6, given in e: -0.275, 0.959, -0.622, -0.170, 0.266, -0.790

---

Record 7
# C15H27CrN7SbSe4

A molecular structure, C15H27CrN7SbSe4 at a distorted geometry (ωB97M-V/def2-TZVPD, the OMol25 dataset).

```
55
Properties=species:S:1:pos:R:3
Cr -0.7529 -0.1488 0.3372
Se -3.5332 0.5303 -3.3217
Sb -2.5682 0.5391 -1.0484
Se -2.4801 -0.8356 1.5137
Se -0.4547 2.0248 0.4624
Se -4.3512 2.1080 -0.4976
C -1.3905 -2.5355 -2.1906
C -0.1286 -2.6107 -1.4050
N 0.3483 -1.7543 -0.5362
C 1.5863 -2.2349 -0.1364
C 1.8601 -3.3983 -0.7732
N 0.7503 -3.6235 -1.5742
H -1.4304 -1.6059 -2.7257
H -2.2459 -2.5827 -1.5399
H -1.4444 -3.3583 -2.9052
H 2.2147 -1.6728 0.5294
H 2.7055 -4.0648 -0.7321
H 0.6047 -4.3963 -2.1963
C 2.3111 0.2339 6.3105
C 1.0690 -0.5688 5.9359
N 1.0473 -0.9738 4.5368
C 1.6224 -2.2728 4.2171
C 0.5666 -3.3286 3.9066
C 0.4029 -0.2354 3.5274
C -0.5127 0.8604 3.9777
N 0.5485 -0.4832 2.2968
H 2.3107 0.4965 7.3740
H 2.3522 1.1574 5.7277
H 3.2180 -0.3384 6.1000
H 0.1789 0.0110 6.1607
H 1.0203 -1.4749 6.5437
H 2.2188 -2.5701 5.0793
H 2.3247 -2.1888 3.3851
H -0.0528 -3.5127 4.7899
H 1.0319 -4.2713 3.6009
H -0.0926 -2.9863 3.1055
H -1.2866 0.4652 4.6353
H -0.9843 1.2917 3.1041
H 0.0466 1.6408 4.5041
H 1.2381 -1.2123 2.1726
C 2.7294 3.1542 1.3152
C 2.8158 1.7218 0.9527
N 2.8846 0.6165 0.6539
H 1.8829 3.2905 1.9821
H 2.5403 3.7413 0.4204
H 3.6515 3.4812 1.7896
N -0.2790 1.1787 -3.8374
C 0.6437 2.0708 -4.2582
C 1.7873 1.8174 -3.5323
C 1.4203 0.7486 -2.6723
N 0.1707 0.3822 -2.8718
H -1.2754 1.1055 -4.0685
H 0.4151 2.8068 -5.0140
H 2.7334 2.3358 -3.5901
H 2.0107 0.2511 -1.9205
```

The value obtained for the highest occupied orbital energy is -2.66 eV. Its multiplicity is 1. As for the HOMO-LUMO gap: 4.9 eV. The net charge is -1.

Here are the Mulliken charges for atoms 1 to 6, given in e: 0.870, -0.766, 0.611, -0.633, -0.657, -0.641

---

E_tot
In order: -26019.12580 -7197.80453 -75220.37916 -9824.89194 -146688.01492 -142622.26801 -322768.84617
Unit: eV